Entry 1:
Formula: C18H48BF4N2O10
Source: the Open Molecules 2025 dataset
Level of theory: ωB97M-V with the def2-TZVPD basis set

Each line ends with the Löwdin charge.
Atoms and positions in Å:
B (0.0894, 0.8247, 0.0845)  -1.110
F (1.4485, 0.5287, -0.1687)  0.145
F (-0.7368, 0.1177, -0.8258)  0.122
F (-0.1234, 0.3808, 1.4372)  0.129
F (-0.1797, 2.2023, 0.0155)  0.140
C (2.6884, 1.6147, -3.3638)  -0.119
O (3.8672, 1.8248, -2.6487)  -0.182
C (3.8665, 2.9919, -1.8705)  -0.212
C (4.3963, 2.7349, -0.4223)  -0.209
N (4.1250, 1.3843, 0.0218)  -0.024
C (4.0804, 1.3362, 1.4851)  -0.199
C (4.0868, -0.0736, 1.9954)  -0.230
O (5.3192, -0.6684, 1.6542)  -0.166
C (5.5734, -1.8644, 2.3285)  -0.131
H (2.4122, 2.4708, -3.9994)  0.084
H (1.8567, 1.3524, -2.7022)  0.084
H (2.8552, 0.7843, -4.0519)  0.088
H (2.8707, 3.4398, -1.8026)  0.110
H (4.5762, 3.6863, -2.3392)  0.113
H (3.8818, 3.5014, 0.1870)  0.093
H (5.4611, 2.9887, -0.3943)  0.109
H (3.2046, 1.1803, -0.3620)  0.084
H (3.1557, 1.8733, 1.7778)  0.094
H (4.8064, 1.9371, 2.0406)  0.127
H (3.2381, -0.6469, 1.6066)  0.109
H (3.9949, -0.0066, 3.0940)  0.121
H (6.4680, -1.8082, 2.9653)  0.077
H (5.7165, -2.6854, 1.6204)  0.083
H (4.7539, -2.1351, 3.0067)  0.082
C (-8.1314, -4.1301, -0.7716)  -0.132
O (-7.0366, -3.3904, -1.2072)  -0.182
C (-5.9216, -4.2183, -1.3701)  -0.244
C (-4.6833, -3.4451, -1.8343)  -0.218
N (-4.6130, -2.1756, -1.1646)  -0.052
C (-3.5792, -1.2938, -1.7084)  -0.179
C (-3.8802, -0.8150, -3.1427)  -0.246
O (-5.2319, -0.7082, -3.4316)  -0.187
C (-5.7770, 0.5871, -3.3427)  -0.106
H (-8.4036, -4.9183, -1.4889)  0.086
H (-8.9744, -3.4713, -0.5943)  0.086
H (-7.8700, -4.6741, 0.1509)  0.088
H (-6.0917, -5.0696, -2.0471)  0.121
H (-5.7038, -4.6718, -0.3868)  0.121
H (-4.7327, -3.3925, -2.9367)  0.117
H (-3.8252, -4.0770, -1.5921)  0.121
H (-5.4751, -1.6644, -1.3161)  0.095
H (-2.6381, -1.8452, -1.7469)  0.109
H (-3.4638, -0.4407, -1.0434)  0.110
H (-3.4291, -1.4824, -3.8858)  0.117
H (-3.2987, 0.1017, -3.3230)  0.121
H (-6.0196, 0.9838, -4.3441)  0.083
H (-5.0803, 1.3319, -2.9457)  0.089
H (-6.7102, 0.5537, -2.7790)  0.084
C (1.3998, -3.7340, -0.0806)  -0.256
C (0.2545, -3.0418, -0.7689)  -0.279
O (0.7047, -2.0478, -1.6620)  -0.054
O (2.1568, -2.7947, 0.6565)  -0.084
H (2.0709, -4.2310, -0.7810)  0.115
H (0.9913, -4.5011, 0.5987)  0.112
H (-0.4678, -2.6598, -0.0325)  0.120
H (-0.3720, -3.7757, -1.3208)  0.109
H (0.2619, -1.2501, -1.3458)  0.030
H (1.5863, -2.3863, 1.3364)  0.040
C (2.2345, 5.9048, 1.5514)  -0.264
C (1.2057, 4.8340, 1.2592)  -0.259
O (1.6067, 3.6669, 1.9297)  -0.072
O (2.5895, 5.9856, 2.9148)  -0.060
H (1.8429, 6.8654, 1.1967)  0.115
H (3.1360, 5.7273, 0.9479)  0.105
H (1.1515, 4.7241, 0.1664)  0.117
H (0.1914, 5.1728, 1.5164)  0.122
H (1.0741, 2.9311, 1.5924)  0.058
H (2.3826, 5.1228, 3.2971)  0.078
C (0.6243, 0.9404, 3.4371)  -0.246
C (0.8387, -0.5478, 3.5559)  -0.208
O (0.7254, -1.1752, 2.2982)  -0.099
O (0.9123, 1.6592, 4.6363)  -0.059
H (-0.4054, 1.1586, 3.1398)  0.138
H (1.3293, 1.3402, 2.7087)  0.096
H (0.1567, -0.9777, 4.2988)  0.118
H (1.8616, -0.7674, 3.8813)  0.111
H (0.4820, -0.5133, 1.6229)  -0.131
H (0.2911, 1.4289, 5.3322)  0.075

Forces on atoms 1 to 6 (eV/Å):
B 0.4 0.5 -1.1
F -1.0 0.3 0.0
F 0.3 0.4 0.8
F -4.9 6.1 -5.2
F 0.2 -0.5 0.2
C -0.3 -0.2 -0.5

Calculated values
* HOMO energy: -5.5 eV
* total charge: -1
* spin multiplicity: 1

---

Entry 2:
Formula: C5H15N2
Source: the Open Molecules 2025 dataset
Level of theory: ωB97M-V with the def2-TZVPD basis set

Each line ends with the Löwdin charge.
Atoms and positions in Å:
N (-0.7081, -2.6306, 1.8003)  0.002
C (0.0595, -2.2066, 0.6522)  -0.279
C (-0.7184, -1.1145, -0.1326)  -0.202
C (-0.4974, 0.3011, 0.4189)  -0.213
C (0.8703, 0.9242, 0.0692)  -0.180
C (0.8444, 1.4617, -1.3334)  -0.142
N (0.1564, 2.8344, -1.3736)  0.204
H (-1.1042, -1.9017, 2.3643)  0.064
H (-0.3189, -3.4150, 2.2941)  0.073
H (0.3273, -3.0122, -0.0252)  0.114
H (0.9859, -1.6888, 0.9741)  0.097
H (-0.3497, -1.2187, -1.1752)  0.110
H (-1.7887, -1.2954, -0.2196)  0.114
H (-0.5068, 0.2107, 1.5127)  0.117
H (-1.3529, 0.8924, 0.0677)  0.102
H (1.1722, 1.7055, 0.7596)  0.122
H (1.4958, 0.0291, 0.1400)  0.116
H (1.8914, 1.5664, -1.6639)  0.141
H (0.3509, 0.8939, -2.1207)  0.133
H (0.3182, 3.2477, -2.2934)  0.173
H (-0.8423, 2.7276, -1.1715)  0.165
H (0.5438, 3.4552, -0.6633)  0.168

Forces on atoms 1 to 6 (eV/Å):
N -0.2 -0.8 -0.9
C -0.5 1.7 0.5
C 0.9 -0.5 -1.0
C -0.2 -0.2 0.6
C -1.8 -1.4 -0.5
C 1.3 0.4 -0.5

Calculated values
* HOMO energy: -11.6 eV
* total charge: +1
* spin multiplicity: 1
* SMILES: NCCCCC[NH3+]
* energy above the lowest of the compared OMol25 structures with the same formula, charge and spin: 27.0 kcal per mole

---

Entry 3:
Formula: C8H11N6
Source: the Open Molecules 2025 dataset
Level of theory: ωB97M-V with the def2-TZVPD basis set

Each line ends with the Löwdin charge.
Atoms and positions in Å:
C (3.0551, -0.1087, -2.5847)  -0.045
N (1.7734, -0.6906, -2.5505)  -0.059
N (0.7112, -0.0981, -2.1867)  0.087
C (0.7444, 1.1138, -1.6351)  -0.179
N (-0.3864, 1.6207, -1.2756)  0.143
C (-1.5941, 1.7425, -0.8569)  -0.161
N (-2.0593, 1.0911, 0.1609)  0.116
C (-1.5282, 0.6113, 1.2395)  -0.201
C (-0.2170, 0.6943, 1.7499)  -0.092
N (0.1621, 0.1091, 2.8108)  0.066
C (-0.6794, -0.4646, 3.7030)  -0.109
C (-1.9918, -0.6651, 3.3774)  0.000
C (-2.4503, -0.1184, 2.1048)  -0.224
N (-3.6753, -0.3453, 1.6849)  0.157
H (3.0839, 0.6136, -1.8152)  0.051
H (3.8014, -0.8391, -2.3161)  0.102
H (3.2574, 0.4895, -3.5415)  0.141
H (1.6675, -1.6355, -2.8299)  0.152
H (1.5267, 1.7411, -1.1393)  0.156
H (-2.3456, 2.4733, -1.3374)  0.173
H (0.5319, 1.0818, 1.0734)  0.104
H (-0.1863, -0.8229, 4.6938)  0.154
H (-2.7866, -0.9370, 4.0842)  0.119
H (-4.2542, -1.0855, 2.2822)  0.197
H (-4.0558, 0.0220, 0.7707)  0.150

Forces on atoms 1 to 6 (eV/Å):
C 1.1 1.2 -1.2
N 0.7 -0.3 -0.3
N -1.2 0.3 0.1
C -0.8 0.9 1.9
N -0.5 0.9 -0.8
C 0.0 1.2 -1.4

Calculated values
* HOMO energy (alpha / beta): -11.4 / -11.9 eV
* total charge: +1
* spin multiplicity: 1
* SMILES: C\[NH+]=N/C=N\C=N/c1cnccc1N
* energy above the lowest of the compared OMol25 structures with the same formula, charge and spin: 144.4 kcal per mole

---

Entry 4:
Formula: C3H4LiO3Rb
Source: the Open Molecules 2025 dataset
Level of theory: ωB97M-V with the def2-TZVPD basis set

Each line ends with the Löwdin charge.
Atoms and positions in Å:
H (1.4757, -3.1742, -0.6044)  0.077
O (1.8608, -1.1597, -0.3985)  -0.472
O (-1.7255, 1.5200, 0.5983)  -0.025
C (1.2582, -2.2770, 0.0272)  -0.464
C (-2.5099, 0.6946, 0.7820)  0.057
H (1.5415, -2.6027, 1.0575)  0.056
Rb (1.5276, 1.8967, -0.4100)  0.865
Li (-2.7234, -2.0789, -1.3916)  0.737
O (-1.0217, -2.3001, -1.1263)  -0.467
C (-0.5023, -2.1068, 0.1288)  -0.455
H (-0.8132, -1.4657, 0.9879)  0.043
H (-0.6061, -3.0243, 0.7632)  0.049

Forces on atoms 1 to 6 (eV/Å):
H -0.7 0.2 -0.1
O 0.5 1.4 -0.2
O -2.0 -2.1 0.5
C -2.3 1.3 0.6
C 2.1 2.1 -0.6
H 0.0 0.2 0.2

Calculated values
* HOMO energy: -4.7 eV
* total charge: 0
* spin multiplicity: 1
* energy above the lowest of the compared OMol25 structures with the same formula, charge and spin: 59.5 kcal per mole